[1]
Here is an isolated ion of composition C10H22N3O and charge +1 in a non-equilibrium geometry from the Open Molecules 2025 dataset. Energies are from ωB97M-V/def2-TZVPD.

Output
- orbital gap (eV) = 9.66
- total charge = +1

Cartesian coordinates (Å):
C -2.89 -1.72 1.48
C -2.93 -0.47 0.69
C 1.62 -1.49 -1.01
C -1.95 -1.11 -1.81
C 0.94 2.02 0.82
C 2.12 -0.06 1.74
C 3.11 1.25 -0.27
C 0.94 -0.10 -0.54
C -1.76 -0.16 -0.68
C 1.73 0.79 0.41
N -3.81 0.40 0.79
N -2.01 1.17 -0.94
N -0.39 -0.48 0.07
O -1.97 -2.41 1.42
H -3.73 -1.85 2.19
H 2.13 -1.94 -0.08
H 2.21 -1.29 -1.80
H 0.85 -2.21 -1.32
H -1.32 -0.98 -2.75
H -2.95 -1.14 -2.12
H -1.80 -2.07 -1.49
H 0.18 2.36 0.01
H 1.48 2.84 1.16
H 0.21 1.73 1.56
H 3.04 -0.58 1.67
H 2.36 0.63 2.43
H 1.31 -0.88 1.97
H 3.17 2.38 -0.21
H 4.01 0.83 0.16
H 3.14 1.09 -1.36
H 0.75 0.44 -1.50
H -3.65 1.16 0.22
H -1.60 1.93 -0.32
H -1.93 1.43 -1.84
H -0.19 0.04 0.98
H -0.40 -1.57 0.29

These are the Mulliken partial charges, in e, on atoms 1 to 6: -0.13, 0.16, -1.50, -1.71, -1.61, -1.71

=====

[2]
Here is one molecule with the formula C3H6O2 in a non-equilibrium geometry from the Open Molecules 2025 dataset. Energies are from ωB97M-V/def2-TZVPD.

Output
- orbital gap (eV) = 11.40

Cartesian coordinates (Å):
C -1.45 -0.78 0.70
C -0.48 -0.25 -0.33
C 1.57 0.91 -0.47
H -2.21 -1.21 0.31
H -0.88 -1.69 1.28
H -1.97 0.05 1.45
H 2.00 0.15 -0.91
H 1.02 1.60 -1.05
H 2.38 1.20 0.17
O -0.49 -0.31 -1.48
O 0.49 0.33 0.34

These are the Mulliken partial charges, in e, on atoms 1 to 6: -1.11, 0.83, -0.68, 0.47, 0.22, 0.23

=====

[3]
Here is a 2-piece molecular cluster, H2N2O3 overall in a non-equilibrium geometry from the Open Molecules 2025 dataset. Energies are from ωB97M-V/def2-TZVPD.

Output
- orbital gap (alpha / beta) (eV) = 10.25 / 6.69

Cartesian coordinates (Å):
N -0.13 0.78 0.81
N -0.11 -1.44 -1.42
O -0.66 -0.47 -0.92
O 1.09 -1.58 -1.36
O -0.86 0.57 1.78
H -0.23 1.65 0.24
H 0.90 0.47 0.88

These are the Mulliken partial charges, in e, on atoms 1 to 6: -0.05, 0.54, -0.29, -0.43, -0.35, 0.28

=====

[4]
Here is a 2-piece molecular cluster, C6H17N6 overall in a non-equilibrium geometry from the Open Molecules 2025 dataset. Energies are from ωB97M-V/def2-TZVPD.

Output
- orbital gap (eV) = 9.76
- total charge = +1

Cartesian coordinates (Å):
C 1.10 0.26 0.77
C -0.65 -0.77 2.03
C -1.03 0.72 0.00
C 2.55 0.23 0.45
C -0.83 -2.29 1.91
C -1.95 1.29 -0.94
N 0.67 -0.38 1.74
N 0.29 0.82 -0.22
N -1.49 -0.06 1.02
N 2.09 -0.39 -3.06
N -2.91 -0.07 1.22
N 0.66 1.39 -1.43
H -0.95 -0.19 2.88
H 2.81 -0.41 -0.46
H 3.11 -0.32 1.27
H 3.07 1.16 0.61
H -0.06 -2.61 2.50
H -0.71 -2.62 1.00
H -1.88 -2.43 2.35
H -1.63 2.27 -1.02
H -2.93 1.38 -0.67
H -1.84 0.90 -1.97
H 2.48 -1.00 -3.75
H 1.48 0.26 -3.55
H -3.29 0.45 1.99
H -3.33 -0.97 1.32
H 1.50 0.94 -1.89
H 0.77 2.42 -1.46
H 2.90 0.04 -2.66

These are the Mulliken partial charges, in e, on atoms 1 to 6: 0.86, -0.05, 1.19, -1.42, -1.29, -1.42

=====

[5]
Here is a 2-piece molecular cluster, C4H14N3O overall in a non-equilibrium geometry from the Open Molecules 2025 dataset. Energies are from ωB97M-V/def2-TZVPD.

Output
- multiplicity = 2
- orbital gap (alpha / beta) (eV) = 10.08 / 6.79

Cartesian coordinates (Å):
N -0.01 0.37 -2.54
C -0.91 0.83 -1.48
C -1.59 -0.28 -0.78
N -2.44 0.33 0.25
H 0.73 1.07 -2.75
H -0.49 0.21 -3.44
H -1.66 1.45 -1.98
H -0.38 1.43 -0.67
H -2.18 -0.90 -1.46
H -0.76 -0.89 -0.36
H -3.07 -0.33 0.74
H -1.66 0.67 0.89
C 0.50 0.10 1.81
O -0.19 1.21 1.40
C 1.66 -0.23 0.85
N 2.33 -1.45 1.31
H 0.89 0.20 2.84
H -0.13 -0.87 1.84
H 1.36 -0.39 -0.22
H 2.30 0.67 0.83
H 2.96 -1.88 0.67
H 2.74 -1.32 2.22

These are the Mulliken partial charges, in e, on atoms 1 to 6: -0.59, -0.54, -0.31, -0.70, 0.20, 0.24

=====

[6]
Here is a 2-piece molecular cluster, C4H13N2O overall in a non-equilibrium geometry from the Open Molecules 2025 dataset. Energies are from ωB97M-V/def2-TZVPD.

Output
- orbital gap (eV) = 11.29
- total charge = +1

Cartesian coordinates (Å):
C -0.69 -1.95 0.30
C 1.63 2.13 1.37
C 1.49 0.92 0.95
C -1.13 -0.74 0.91
N 0.10 0.45 0.51
N 0.33 0.26 -2.41
O -2.23 -0.20 0.54
H 0.12 -2.32 0.90
H -0.39 -1.92 -0.76
H -1.55 -2.74 0.36
H 0.78 2.82 1.38
H 2.56 2.62 1.76
H 2.23 0.14 0.78
H -1.10 -0.67 2.03
H 0.15 0.29 -0.52
H -0.48 1.24 0.70
H -0.50 0.57 -3.07
H 0.29 -0.76 -2.57
H 1.15 0.53 -2.88
H -2.75 -0.67 -0.27

These are the Mulliken partial charges, in e, on atoms 1 to 6: -1.21, -0.72, 0.02, 0.42, -0.14, -0.89

=====

[7]
Here is an isolated ion of composition F4N and charge +1 in a non-equilibrium geometry from the Open Molecules 2025 dataset. Energies are from ωB97M-V/def2-TZVPD.

Output
- orbital gap (eV) = 16.44
- total charge = +1

Cartesian coordinates (Å):
N 0.02 0.00 -0.04
F 0.28 0.83 0.99
F 1.11 -0.39 -0.53
F -0.71 -1.13 0.39
F -0.71 0.67 -0.81

Charges in e, computed with Mulliken, in the same order as the atoms: 0.97, -0.01, 0.03, -0.01, 0.02

=====

[8]
Here is a 10-piece molecular cluster, C14H46N17O11 overall in a non-equilibrium geometry from the Open Molecules 2025 dataset. Energies are from ωB97M-V/def2-TZVPD.

Output
- orbital gap (eV) = 5.78
- total charge = -1

Cartesian coordinates (Å):
C -0.89 -0.45 0.47
C -1.21 0.84 -0.30
O -0.53 1.30 -1.24
O -2.32 1.37 -0.05
H -1.79 -0.83 0.96
H 0.00 -0.35 1.09
H -0.67 -1.11 -0.36
C 8.22 -1.36 7.40
C 8.06 -0.35 6.17
C 6.60 -0.19 5.80
O 5.81 0.56 6.62
C 4.43 0.49 6.46
N 8.92 0.88 6.43
H 7.69 -0.94 8.26
H 9.25 -1.58 7.68
H 7.84 -2.31 7.01
H 8.57 -0.79 5.31
H 6.21 -1.20 5.66
H 6.44 0.23 4.80
H 4.08 0.75 5.46
H 3.84 1.15 7.10
H 4.21 -0.55 6.69
H 8.87 1.16 7.40
H 9.88 0.69 6.17
C -5.74 -5.82 -3.24
O -6.81 -5.37 -3.62
N -5.53 -6.51 -2.19
N -4.57 -5.48 -3.71
H -4.66 -6.93 -1.89
H -6.43 -6.91 -1.95
H -4.47 -4.70 -4.34
H -3.71 -5.77 -3.28
C 2.58 5.91 2.05
O 3.35 6.41 2.86
N 2.84 5.44 0.89
N 1.31 5.82 2.30
H 3.72 5.66 0.45
H 2.10 4.94 0.41
H 0.92 6.00 3.22
H 0.71 5.42 1.59
C -4.25 1.24 -7.15
O -5.34 1.09 -7.50
N -3.87 0.90 -5.98
N -3.21 1.77 -7.76
H -4.57 0.88 -5.26
H -2.96 1.04 -5.56
H -3.48 2.55 -8.35
H -2.28 1.80 -7.35
C -8.12 -1.79 1.67
O -8.30 -0.88 2.43
N -8.58 -3.01 1.73
N -7.52 -1.63 0.53
H -8.26 -3.65 1.02
H -8.66 -3.51 2.61
H -7.41 -2.41 -0.10
H -6.99 -0.78 0.52
C -3.01 -1.34 6.90
O -3.04 -2.52 6.48
N -2.46 -1.00 7.96
N -3.42 -0.21 6.28
H -1.96 -1.71 8.47
H -2.49 -0.10 8.40
H -3.57 0.67 6.74
H -3.71 -0.33 5.32
C 2.70 1.05 -7.84
O 2.42 2.19 -8.22
N 3.07 0.71 -6.64
N 2.58 -0.08 -8.52
H 2.74 1.29 -5.88
H 3.30 -0.24 -6.37
H 2.42 -0.11 -9.52
H 2.65 -0.91 -7.95
C 3.55 -5.11 -3.70
O 2.80 -4.74 -4.56
N 4.37 -6.16 -3.89
N 3.71 -4.67 -2.47
H 4.21 -6.80 -4.65
H 4.90 -6.52 -3.11
H 4.56 -4.94 -2.00
H 3.30 -3.76 -2.31
C -2.81 7.54 -3.33
O -2.81 8.64 -3.75
N -2.37 6.43 -3.91
N -3.31 7.23 -2.17
H -2.50 5.55 -3.43
H -2.10 6.48 -4.88
H -3.79 8.01 -1.74
H -3.29 6.32 -1.74

These are the Mulliken partial charges, in e, on atoms 1 to 6: -0.67, 0.53, -0.76, -0.74, 0.24, 0.22

=====

[9]
Here is a 3-piece molecular cluster, C3H9O5 overall in a non-equilibrium geometry from the Open Molecules 2025 dataset. Energies are from ωB97M-V/def2-TZVPD.

Output
- orbital gap (eV) = 8.84
- total charge = -1

Cartesian coordinates (Å):
O 1.82 0.30 1.05
C 1.06 -0.20 0.20
O 1.04 -1.41 -0.16
C 0.05 0.74 -0.48
C -0.13 0.45 -1.96
O -0.33 -0.93 -2.21
H 0.29 1.78 -0.28
H -0.93 0.63 0.01
H -1.04 0.95 -2.32
H 0.73 0.81 -2.54
H 0.19 -1.39 -1.49
H -1.23 -3.42 0.26
H -1.83 -2.30 -0.58
O -2.03 -3.03 0.00
H 1.26 2.50 2.84
H 0.25 1.89 3.94
O 0.82 2.65 3.70

These are the Mulliken partial charges, in e, on atoms 1 to 6: -0.72, 0.60, -0.77, -0.51, -0.42, -0.60

=====

[10]
Here is C22H14AsF2IrN2O10S3 as an isolated structure from the Open Molecules 2025 dataset. Energies are from ωB97M-V/def2-TZVPD.

Output
- multiplicity = 6
- orbital gap (alpha / beta) (eV) = 5.12 / 5.97
- total charge = -1

Cartesian coordinates (Å):
Ir 0.79 -0.01 0.83
O 2.08 3.46 -0.46
As 0.37 3.10 -0.18
O -0.39 4.49 0.16
O 0.44 1.94 1.07
C 0.03 2.18 -1.85
C 0.82 2.58 -2.93
C 0.69 1.97 -4.16
C -0.22 0.94 -4.34
C -1.01 0.53 -3.28
C -0.89 1.16 -2.05
S -1.97 0.61 -0.75
O -2.35 1.78 0.00
O -3.02 -0.15 -1.37
O -1.13 -0.32 0.11
H 2.24 4.33 -0.06
H 1.56 3.35 -2.78
H 1.32 2.29 -4.99
H -0.31 0.45 -5.30
H -1.74 -0.26 -3.39
O 2.27 0.21 -0.91
C 3.20 0.17 -0.01
N 2.66 0.04 1.27
C 3.68 -0.07 2.25
O 3.51 -0.18 3.45
C 4.91 0.03 1.46
C 6.23 -0.03 1.88
C 7.23 0.06 0.94
C 6.93 0.20 -0.44
C 5.63 0.26 -0.88
C 4.59 0.17 0.07
H 6.45 -0.14 2.93
H 8.27 0.02 1.24
H 7.74 0.27 -1.16
H 5.39 0.37 -1.93
O -3.32 -4.40 0.90
S -3.93 -3.62 1.94
O -4.59 -4.28 3.03
N -2.76 -2.56 2.55
C -3.13 -1.35 2.33
S -2.21 -0.03 2.94
C -4.40 -1.14 1.60
C -5.00 0.05 1.21
C -6.17 -0.03 0.47
C -6.73 -1.26 0.14
C -6.13 -2.45 0.53
C -4.97 -2.36 1.26
H -4.53 1.00 1.43
H -6.65 0.88 0.13
H -7.64 -1.30 -0.45
H -6.55 -3.41 0.27
F 1.60 -2.51 2.13
C 0.64 -2.02 1.33
F 0.78 -2.64 0.11
H -0.33 -2.29 1.74

These are the Mulliken partial charges, in e, on atoms 1 to 6: 1.77, -0.58, 1.11, -0.76, -0.77, -0.12

=====

[11]
Here is one molecule with the formula C17H20FNO2S in a non-equilibrium geometry from the Open Molecules 2025 dataset. Energies are from ωB97M-V/def2-TZVPD.

Output
- orbital gap (eV) = 9.15

Cartesian coordinates (Å):
C -3.98 -1.99 0.57
C -3.85 -0.67 1.32
H -4.84 -0.26 1.51
H -3.37 -0.84 2.29
C -3.03 0.37 0.54
N -1.69 -0.12 0.32
C -1.21 -0.44 -0.90
O -1.82 -0.25 -1.94
C 0.13 -1.05 -0.89
C 0.87 -1.52 -1.94
C 2.08 -2.00 -1.38
C 1.99 -1.79 -0.03
O 0.81 -1.22 0.27
C 2.96 -2.08 1.04
H 2.50 -2.63 1.86
H 3.80 -2.65 0.64
S 3.64 -0.57 1.84
C 4.04 0.46 0.38
C 2.84 1.16 -0.18
C 1.96 1.81 0.67
C 0.85 2.44 0.13
C 0.59 2.45 -1.23
C 1.49 1.81 -2.07
C 2.60 1.17 -1.55
H 3.29 0.67 -2.22
H 1.30 1.80 -3.13
H -0.29 2.94 -1.61
F 0.00 3.07 0.97
H 2.12 1.81 1.73
H 4.76 1.18 0.76
H 4.53 -0.18 -0.36
H 2.90 -2.45 -1.91
H 0.58 -1.52 -2.96
H -1.12 -0.30 1.13
C -2.99 1.71 1.28
H -2.42 2.44 0.72
H -2.54 1.59 2.26
H -4.00 2.09 1.41
H -3.46 0.50 -0.46
H -3.00 -2.43 0.40
H -4.44 -1.82 -0.40
H -4.58 -2.69 1.13

These are the Mulliken partial charges, in e, on atoms 1 to 6: -1.12, -0.58, 0.35, 0.32, 0.00, 0.09

=====

[12]
Here is one molecule with the formula C4H6O2S in a non-equilibrium geometry from the Open Molecules 2025 dataset. Energies are from ωB97M-V/def2-TZVPD.

Output
- orbital gap (alpha / beta) (eV) = 7.43 / 7.44

Cartesian coordinates (Å):
C 0.64 -0.11 0.69
C 1.67 0.61 -0.04
C -0.63 -0.18 0.24
C -1.85 -0.58 1.01
O 2.46 1.21 -2.53
O 0.10 0.57 -2.21
S 1.42 0.57 -1.73
H 0.81 -0.50 1.69
H 2.58 0.29 0.26
H -0.75 0.24 -0.79
H -2.22 -1.58 0.53
H -2.54 0.14 0.75
H -1.68 -0.69 2.13

These are the Mulliken partial charges, in e, on atoms 1 to 6: -0.09, -0.51, -0.20, -1.07, -0.52, -0.53

=====

[13]
Here is C30H55BO2P2V as an isolated structure in a non-equilibrium geometry from the Open Molecules 2025 dataset. Energies are from ωB97M-V/def2-TZVPD.

Output
- multiplicity = 3
- orbital gap (alpha / beta) (eV) = 8.58 / 8.47
- total charge = +1

Cartesian coordinates (Å):
V 0.38 1.22 -0.16
C 1.23 2.55 -1.59
C 0.13 3.18 -0.90
C 1.77 2.63 0.66
C 2.22 2.19 -0.63
C 0.49 3.25 0.49
C 1.41 2.41 -3.07
H 0.53 2.78 -3.62
H 1.59 1.36 -3.36
H 2.29 2.99 -3.41
C 3.58 1.67 -0.94
H 3.84 1.87 -1.98
H 3.65 0.59 -0.79
H 4.33 2.14 -0.28
C 2.61 2.74 1.88
H 3.30 3.59 1.76
H 3.22 1.85 2.05
H 2.02 2.91 2.77
C -0.25 3.98 1.56
H 0.31 4.89 1.85
H -0.36 3.37 2.47
H -1.24 4.29 1.21
C -1.09 3.78 -1.50
H -1.08 4.88 -1.41
H -2.00 3.42 -0.99
H -1.17 3.55 -2.57
C -2.69 -2.54 -2.54
C -2.87 -1.65 -3.54
C -4.22 -1.07 -3.83
C -5.01 -0.64 -2.56
C -4.22 -0.23 -1.35
C -4.00 -1.04 -0.30
C -4.22 -2.53 -0.39
C -3.78 -3.19 -1.75
H -4.83 -1.81 -4.38
H -5.70 -1.47 -2.32
H -4.13 -0.20 -4.50
H -4.69 -3.32 -2.35
H -1.68 -2.95 -2.40
H -2.07 -1.44 -4.26
H -3.43 -4.21 -1.50
H -3.70 -3.02 0.44
H -3.80 -0.64 0.70
H -5.29 -2.76 -0.23
H -5.65 0.21 -2.84
H -4.00 0.84 -1.28
P 0.02 -0.79 -1.32
P -1.19 0.53 1.63
C -1.07 -1.72 -0.19
C -1.23 -1.31 1.29
H -0.83 -2.78 -0.26
H -2.03 -1.59 -0.69
H -2.19 -1.68 1.67
H -0.44 -1.77 1.89
C -0.81 0.70 3.40
H -0.93 1.75 3.70
H 0.23 0.39 3.57
H -1.51 0.08 3.99
C -2.76 1.40 1.40
H -3.56 0.92 1.97
H -3.04 1.42 0.34
H -2.66 2.43 1.74
C 1.06 -1.85 -2.30
H 1.37 -1.33 -3.21
H 0.53 -2.78 -2.57
H 1.95 -2.08 -1.70
C -1.03 0.29 -2.37
H -1.22 1.31 -1.98
H -2.02 -0.18 -2.49
H -0.58 0.38 -3.37
C 4.87 -0.68 1.31
C 3.60 -1.50 1.42
C 3.97 -2.95 1.20
O 2.67 -1.11 0.41
B 1.76 -0.14 0.95
O 1.93 -0.14 2.37
C 2.82 -1.19 2.75
C 2.00 -2.38 3.22
C 3.67 -0.73 3.92
H 5.31 -0.82 0.31
H 5.60 -1.05 2.05
H 4.72 0.39 1.48
H 4.48 -3.05 0.24
H 4.67 -3.27 1.99
H 3.09 -3.61 1.21
H 2.68 -3.15 3.60
H 1.35 -2.08 4.05
H 1.38 -2.81 2.42
H 4.25 0.18 3.71
H 3.03 -0.55 4.80
H 4.37 -1.54 4.18

These are the Mulliken partial charges, in e, on atoms 1 to 6: -1.29, 1.65, 0.55, 0.63, 0.60, 0.30

=====

We obtain energy relative to the best compared isomer or geometry (same formula, charge and spin) values of 107.8 48.0 41.1 56.1 34.5 76.8 0.0 198.7 11.5 4.4 0.0 89.0 12.1 kcal per mole for the records listed above, in that order.